Entry from OMol25: C26H33F12N13O8S4Zn as an isolated structure (ωB97M-V/def2-TZVPD).

* LUMO energy: -0.028 Ha
* HOMO-LUMO gap: 9.934 eV
* relative energy (zero: lowest compared OMol25 entry of this formula, charge and spin): 0.00 kcal per mole
* HOMO: -10.701 eV
* max |F|: 5.25 eV/Å

```
97
C26H33F12N13O8S4Zn (ωB97M-V/def2-TZVPD)
Zn -1.07 -0.13 2.22
C -3.73 -2.86 3.97
F -4.89 -3.44 4.37
F -3.11 -2.41 5.05
F -3.06 -3.89 3.45
S -4.02 -1.52 2.62
O -3.53 -2.17 1.40
O -5.39 -1.16 2.60
N -2.78 -0.34 3.11
S -3.59 0.57 4.22
O -4.63 -0.14 4.98
O -2.61 1.29 5.10
C -4.42 2.02 3.31
F -4.70 1.71 2.09
F -5.50 2.32 3.98
F -3.63 3.08 3.41
C 2.23 1.51 0.66
F 1.79 1.97 1.76
F 1.77 2.28 -0.31
F 3.53 1.56 0.53
S 1.55 -0.35 0.48
O 2.22 -0.87 -0.68
O 1.90 -0.98 1.76
N -0.28 -0.17 0.42
S -0.57 -0.26 -1.13
O 0.21 0.74 -1.91
O -0.52 -1.62 -1.56
C -2.50 0.37 -1.25
F -3.29 0.09 -0.17
F -2.41 1.66 -1.43
F -3.07 -0.23 -2.31
C -1.25 4.53 1.98
C -1.41 3.08 2.01
N -1.60 1.97 1.98
H -0.23 4.78 2.24
H -1.96 5.10 2.57
H -1.43 4.68 0.91
C 0.01 -4.77 2.64
C -0.31 -3.35 2.73
N -0.60 -2.27 2.77
H -0.28 -5.32 3.54
H 1.08 -4.92 2.46
H -0.63 -5.32 1.96
C 0.76 4.94 -2.02
C 1.84 5.70 -2.54
N 2.67 6.33 -2.98
H -0.12 5.59 -2.08
H 0.92 4.72 -0.97
H 0.59 3.95 -2.44
C 0.19 -2.85 -4.74
C 1.38 -2.58 -5.65
N 2.30 -2.31 -6.25
H 0.58 -3.21 -3.78
H -0.39 -3.56 -5.33
H -0.38 -1.94 -4.59
C -4.01 -3.28 -3.46
C -5.39 -3.04 -3.79
N -6.51 -2.82 -4.08
H -3.85 -2.65 -2.59
H -3.36 -3.00 -4.29
H -3.94 -4.35 -3.26
C 1.87 -0.61 5.54
C 0.94 0.04 4.57
N 0.23 0.54 3.82
H 1.32 -1.43 6.01
H 2.27 0.22 6.12
H 2.63 -1.09 4.93
C 5.20 3.51 -1.29
C 6.27 4.42 -1.29
N 7.16 5.15 -1.34
H 4.36 3.98 -1.80
H 4.97 3.46 -0.22
H 5.49 2.50 -1.60
C 4.08 -0.43 -3.28
C 3.62 0.97 -3.03
N 3.20 2.04 -2.78
H 3.28 -1.16 -3.21
H 4.80 -0.84 -2.57
H 4.66 -0.41 -4.20
C -4.98 0.39 -5.25
C -3.71 -0.22 -5.10
N -2.64 -0.62 -5.03
H -5.06 1.40 -4.84
H -5.74 -0.23 -4.78
H -5.13 0.46 -6.33
C 2.35 -4.42 -1.03
C 2.68 -5.28 -2.15
N 2.99 -5.95 -3.02
H 2.74 -4.95 -0.16
H 1.32 -4.09 -0.93
H 2.97 -3.53 -1.14
C 4.57 1.93 3.79
C 5.52 2.92 3.14
N 6.23 3.62 2.58
H 3.99 1.24 3.18
H 3.90 2.56 4.37
H 5.10 1.44 4.61
```